[1]
{"formula": "C35H56AsBN2O3S2Si3V", "method": "ωB97M-V with the def2-TZVPD basis set", "elements": ["V", "S", "C", "S", "C", "C", "N", "C", "N", "C", "C", "C", "C", "C", "C", "C", "C", "C", "C", "C", "C", "O", "H", "H", "H", "H", "H", "H", "H", "H", "H", "H", "H", "H", "H", "H", "H", "H", "H", "C", "C", "C", "C", "C", "C", "C", "C", "O", "B", "O", "C", "C", "H", "H", "H", "H", "H", "H", "H", "H", "H", "H", "H", "H", "C", "Si", "C", "C", "As", "Si", "C", "C", "C", "Si", "C", "C", "C", "H", "H", "H", "H", "H", "H", "H", "H", "H", "H", "H", "H", "H", "H", "H", "H", "H", "H", "H", "H", "H", "H", "H", "H", "H", "H", "H"], "xyz": [[-0.03, 0.01, -0.36], [-0.53, 0.35, 1.95], [1.17, 0.23, 2.10], [1.97, -0.43, 0.73], [1.87, 0.69, 3.21], [3.26, 0.60, 3.29], [4.41, 0.53, 3.36], [1.22, 1.33, 4.27], [0.69, 1.87, 5.14], [1.60, 4.03, 0.98], [1.35, 3.02, -0.13], [2.65, 2.68, -0.86], [0.24, 3.48, -1.05], [0.29, 4.71, -1.68], [-0.80, 5.19, -2.39], [-1.99, 4.50, -2.33], [-2.10, 3.26, -1.72], [-3.47, 2.67, -1.44], [-3.65, 1.20, -1.80], [-3.76, 2.87, 0.05], [-0.91, 2.65, -1.20], [-0.86, 1.41, -0.87], [2.29, 3.62, 1.71], [0.67, 4.28, 1.49], [2.03, 4.95, 0.58], [0.99, 2.10, 0.36], [2.99, 3.53, -1.45], [2.50, 1.83, -1.52], [3.42, 2.43, -0.13], [1.19, 5.30, -1.60], [-0.74, 6.14, -2.90], [-2.89, 4.95, -2.75], [-4.20, 3.25, -2.02], [-3.01, 0.56, -1.19], [-3.41, 1.03, -2.85], [-4.68, 0.91, -1.64], [-3.02, 2.34, 0.65], [-4.75, 2.49, 0.31], [-3.71, 3.93, 0.31], [-4.31, -6.89, 1.65], [-2.86, -6.89, 2.16], [-2.85, -6.65, 3.67], [-2.27, -8.28, 1.87], [-2.05, -5.78, 1.50], [-0.70, -5.96, 1.19], [0.07, -4.96, 0.61], [-0.53, -3.75, 0.37], [-0.04, -2.62, -0.17], [-1.09, -1.66, -0.14], [-2.23, -2.28, 0.37], [-1.88, -3.54, 0.70], [-2.64, -4.54, 1.27], [-4.83, -7.78, 1.99], [-4.34, -6.87, 0.56], [-4.86, -6.03, 2.02], [-3.43, -7.42, 4.19], [-3.28, -5.68, 3.91], [-1.83, -6.67, 4.05], [-2.93, -9.05, 2.25], [-1.31, -8.40, 2.37], [-2.13, -8.43, 0.80], [-0.21, -6.90, 1.40], [1.11, -5.12, 0.36], [-3.67, -4.34, 1.51], [-2.40, -1.89, -3.38], [-0.57, -2.40, -3.60], [-0.41, -4.18, -2.87], [-0.36, -2.70, -5.50], [0.78, -0.70, -2.57], [0.87, 0.83, -4.48], [1.40, 0.21, -6.23], [1.93, 2.40, -4.20], [-0.93, 1.47, -4.69], [2.92, -1.77, -2.65], [3.37, -2.65, -4.31], [4.26, -0.42, -2.39], [3.17, -3.10, -1.30], [-3.09, -2.68, -3.66], [-2.64, -1.01, -3.98], [-2.59, -1.64, -2.34], [-0.55, -4.94, -3.64], [-1.16, -4.35, -2.11], [0.56, -4.34, -2.42], [-0.92, -3.58, -5.80], [0.68, -2.86, -5.78], [-0.73, -1.86, -6.07], [2.11, -0.62, -6.18], [1.88, 1.00, -6.81], [0.55, -0.14, -6.80], [2.96, 2.17, -3.92], [1.50, 3.01, -3.41], [1.97, 3.01, -5.10], [-1.53, 0.85, -5.34], [-0.95, 2.48, -5.08], [-1.42, 1.51, -3.71], [3.22, -1.99, -5.16], [2.78, -3.54, -4.47], [4.42, -2.94, -4.31], [4.16, 0.38, -3.12], [5.27, -0.83, -2.46], [4.15, 0.00, -1.39], [2.48, -3.93, -1.40], [3.02, -2.66, -0.32], [4.18, -3.51, -1.32]], "lumo_energy_ev": [2.2, 2.2], "orbital_gap_ev": [6.70, 7.42], "multiplicity": 3, "total_charge": -1, "s_squared": 2.024}



[2]
{"formula": "H26O13", "method": "ωB97M-V with the def2-TZVPD basis set", "elements": ["O", "H", "H", "O", "H", "H", "O", "H", "H", "O", "H", "H", "O", "H", "H", "O", "H", "H", "O", "H", "H", "O", "H", "H", "O", "H", "H", "O", "H", "H", "O", "H", "H", "O", "H", "H", "O", "H", "H"], "xyz": [[-7.26, 19.72, -12.41], [-6.37, 19.62, -12.08], [-7.67, 20.36, -11.83], [-5.31, 16.44, -10.41], [-5.27, 17.20, -9.82], [-6.23, 16.20, -10.44], [-6.52, 16.93, -15.09], [-6.59, 17.82, -15.43], [-7.18, 16.88, -14.40], [-2.58, 17.50, -14.24], [-2.20, 16.63, -14.08], [-3.52, 17.38, -14.14], [-5.96, 13.36, -16.66], [-5.73, 13.23, -15.74], [-5.66, 14.24, -16.85], [-9.00, 15.15, -10.19], [-9.08, 14.39, -9.62], [-9.18, 14.81, -11.07], [-10.43, 14.85, -13.81], [-10.70, 14.57, -14.68], [-10.66, 14.11, -13.24], [-8.87, 22.04, -17.82], [-8.58, 21.27, -17.33], [-9.47, 21.69, -18.48], [-5.72, 12.86, -12.23], [-5.29, 13.66, -11.93], [-5.09, 12.17, -12.05], [-11.06, 19.53, -14.24], [-10.89, 19.11, -15.08], [-10.42, 19.15, -13.64], [-5.26, 19.94, -17.70], [-4.38, 19.74, -17.41], [-5.14, 20.51, -18.46], [-10.23, 18.37, -18.27], [-9.33, 18.30, -18.60], [-10.43, 17.49, -17.96], [-7.00, 17.24, -19.61], [-6.76, 17.20, -20.53], [-6.50, 17.97, -19.25]], "lumo_energy_ev": 0.0, "orbital_gap_ev": 11.11, "multiplicity": 1}



> Number 2 is which compound?

H26O13